[1]
This record from the OMol25 dataset describes the molecule C3H5Cl at a distorted geometry. The level of theory is ωB97M-V/def2-TZVPD.

CARTESIAN COORDINATES (ANGSTROEM)
C  -1.351  -0.562  -0.226
C  -0.306  -0.129  0.459
C  1.092  0.635  -0.253
Cl  -0.157  -0.605  2.108
H  -2.206  -1.056  0.223
H  -1.488  -0.371  -1.219
H  1.783  0.920  0.541
H  1.706  -0.160  -0.573
H  0.927  1.328  -1.060

The calculation puts the electronic energy at -15712.946 eV. For the energy above the lowest of the compared OMol25 structures with the same formula, charge and spin, the calculation gives 20.8 kcal per mole. The value obtained for the LUMO energy is 1.025 eV. The value obtained for the gap between HOMO and LUMO is 10.55 eV. As for the SMILES: C=C(C)Cl.

[2]
This record from the OMol25 dataset describes a cluster of 2 separate species, C3H5Cl in total at a distorted geometry. The level of theory is ωB97M-V/def2-TZVPD.

CARTESIAN COORDINATES (ANGSTROEM)
C  0.016  0.294  0.129
C  -0.847  0.602  -0.806
C  0.519  -1.113  0.464
Cl  -0.983  3.218  -0.576
H  0.534  0.971  0.829
H  -1.489  0.417  -1.699
H  0.287  -1.386  1.481
H  0.326  -1.781  -0.263
H  1.637  -1.222  0.441

The calculation puts the electronic energy at -15710.809 eV. For the energy above the lowest of the compared OMol25 structures with the same formula, charge and spin, the calculation gives 70.0 kcal per mole. The value obtained for the LUMO energy is -1.566 eV. The value obtained for the gap between HOMO and LUMO is 8.12 eV.

[3]
This record from the OMol25 dataset describes the ion C3H5Cl2N2 with charge +1 at a distorted geometry. The level of theory is ωB97M-V/def2-TZVPD.

CARTESIAN COORDINATES (ANGSTROEM)
C  0.415  1.206  -0.350
C  -0.045  0.015  0.171
C  0.870  -1.054  0.439
N  0.548  -2.300  0.644
N  -0.703  2.074  -0.749
Cl  -1.751  -0.316  0.564
Cl  2.560  -0.658  0.156
H  1.324  -3.041  0.831
H  -0.331  -2.727  0.692
H  -1.536  1.616  -0.173
H  -0.772  2.122  -1.834
H  -0.579  3.063  -0.390

The calculation puts the electronic energy at -31207.376 eV. For the energy above the lowest of the compared OMol25 structures with the same formula, charge and spin, the calculation gives 76.6 kcal per mole. The value obtained for the LUMO energy is -4.909 eV. The value obtained for the gap between HOMO and LUMO is 8.23 eV. The total charge is +1.

[4]
This record from the OMol25 dataset describes a cluster of 2 separate species, C3H5Cl2N2O2PS in total at a distorted geometry. The level of theory is ωB97M-V/def2-TZVPD.

CARTESIAN COORDINATES (ANGSTROEM)
C  -0.028  0.905  0.829
C  1.748  -0.241  -0.394
C  1.132  -0.938  0.838
N  0.850  0.865  -0.458
N  0.981  1.747  -1.317
O  -0.717  1.844  1.154
O  0.349  -0.118  1.605
P  -2.500  -1.107  0.248
S  -1.300  -0.049  -1.160
Cl  -3.684  0.486  0.777
Cl  -3.884  -1.975  -0.985
H  2.808  0.057  -0.282
H  1.591  -0.689  -1.389
H  0.545  -1.697  0.398
H  1.933  -1.468  1.409
H  0.175  2.379  -1.272

The calculation puts the electronic energy at -55434.435 eV. For the energy above the lowest of the compared OMol25 structures with the same formula, charge and spin, the calculation gives 0.0 kcal per mole. The value obtained for the LUMO energy (spin up / spin down) is -1.840 / -1.839 eV. The value obtained for the gap between HOMO and LUMO (spin up / spin down) is 6.97 / 6.98 eV.

[5]
This record from the OMol25 dataset describes a cluster of 3 separate species, C3H5Cl2O2P in total at a distorted geometry. The level of theory is ωB97M-V/def2-TZVPD.

CARTESIAN COORDINATES (ANGSTROEM)
C  1.930  0.196  0.230
C  -1.561  -1.029  0.622
C  -0.420  -2.000  0.475
O  3.004  -0.098  0.439
O  0.870  0.518  -0.058
P  1.152  3.452  -1.039
Cl  -0.766  3.263  -0.602
Cl  1.291  2.637  -2.847
H  -2.505  -1.574  0.734
H  -1.306  -0.395  1.448
H  -1.746  -0.389  -0.280
H  -0.358  -2.513  -0.394
H  0.414  -2.070  1.273

The calculation puts the electronic energy at -41619.474 eV. For the energy above the lowest of the compared OMol25 structures with the same formula, charge and spin, the calculation gives 40.9 kcal per mole. The value obtained for the LUMO energy (spin up / spin down) is 0.423 / -1.185 eV. The value obtained for the gap between HOMO and LUMO (spin up / spin down) is 8.64 / 6.89 eV.

[6]
This record from the OMol25 dataset describes a cluster of 2 separate species, C3H5Cl3N3O2 in total at a distorted geometry. The level of theory is ωB97M-V/def2-TZVPD.

CARTESIAN COORDINATES (ANGSTROEM)
C  0.334  0.692  1.373
C  0.337  0.528  -0.150
C  -0.177  -0.779  -0.537
N  1.047  -0.430  2.011
N  0.863  -1.709  0.056
N  1.202  -1.624  1.351
O  1.927  -2.531  1.783
O  -0.099  -0.800  -1.918
Cl  -0.549  1.866  -0.872
Cl  -3.111  -1.071  0.411
Cl  1.079  -3.213  -0.767
H  0.901  1.615  1.865
H  -0.646  0.646  1.921
H  1.400  0.629  -0.451
H  -1.212  -0.886  -0.105
H  -0.362  -1.792  -2.239

The calculation puts the electronic energy at -49321.467 eV. For the energy above the lowest of the compared OMol25 structures with the same formula, charge and spin, the calculation gives 20.0 kcal per mole. The value obtained for the LUMO energy is 2.701 eV. The value obtained for the gap between HOMO and LUMO is 7.18 eV. The total charge is -1.

[7]
This record from the OMol25 dataset describes the molecule C3H5ClFN at a distorted geometry. The level of theory is ωB97M-V/def2-TZVPD.

CARTESIAN COORDINATES (ANGSTROEM)
N  1.092  1.206  -0.056
C  0.040  0.451  0.463
C  0.093  -1.033  0.371
F  1.175  -1.643  -0.186
C  -0.934  -0.289  -0.441
Cl  -2.638  -0.263  -0.015
H  1.764  0.610  -0.493
H  0.834  1.945  -0.706
H  -0.362  0.845  1.370
H  -0.256  -1.569  1.218
H  -0.808  -0.259  -1.524

The calculation puts the electronic energy at -19920.861 eV. For the energy above the lowest of the compared OMol25 structures with the same formula, charge and spin, the calculation gives 6.2 kcal per mole. The value obtained for the LUMO energy is 1.059 eV. The value obtained for the gap between HOMO and LUMO is 10.36 eV. As for the SMILES: N[C@@H]1[C@H](F)[C@H]1Cl.

[8]
This record from the OMol25 dataset describes the molecule C3H5ClN2O at a distorted geometry. The level of theory is ωB97M-V/def2-TZVPD.

CARTESIAN COORDINATES (ANGSTROEM)
N  -1.024  1.311  0.099
C  -1.466  -0.035  -0.097
O  -2.609  -0.291  -0.362
N  -0.482  -0.999  0.034
C  0.873  -0.908  0.067
C  1.697  0.141  -0.296
Cl  3.391  0.077  -0.122
H  -0.217  1.390  0.718
H  -1.847  1.920  0.160
H  -0.963  -1.887  -0.011
H  1.331  -1.748  0.588
H  1.316  1.030  -0.778

The calculation puts the electronic energy at -20742.206 eV. For the energy above the lowest of the compared OMol25 structures with the same formula, charge and spin, the calculation gives 9.5 kcal per mole. The value obtained for the LUMO energy is 0.753 eV. The value obtained for the gap between HOMO and LUMO is 9.51 eV. As for the SMILES: NC(=O)N/C=C/Cl.

[9]
This record from the OMol25 dataset describes the molecule C3H5ClN2O2 at a distorted geometry. The level of theory is ωB97M-V/def2-TZVPD.

CARTESIAN COORDINATES (ANGSTROEM)
C  -2.033  -0.268  -0.117
N  -0.832  -1.005  0.107
C  0.382  -0.532  -0.051
Cl  1.424  -1.836  -0.112
C  0.907  0.719  -0.055
N  2.253  1.042  0.164
O  3.112  0.186  0.172
O  2.437  2.238  0.280
H  -1.652  0.546  -0.701
H  -2.859  -0.750  -0.725
H  -2.499  0.075  0.798
H  -0.814  -1.955  0.440
H  0.175  1.542  -0.200

The calculation puts the electronic energy at -22785.431 eV. For the energy above the lowest of the compared OMol25 structures with the same formula, charge and spin, the calculation gives 119.9 kcal per mole. The value obtained for the LUMO energy is 0.162 eV. The value obtained for the gap between HOMO and LUMO is 9.40 eV. As for the SMILES: CN/C(Cl)=C/[N+](=O)[O-].

[10]
This record from the OMol25 dataset describes a structure of composition C3H5ClN2O2S2 at a distorted geometry. The level of theory is ωB97M-V/def2-TZVPD.

CARTESIAN COORDINATES (ANGSTROEM)
C  1.124  -1.660  0.044
C  1.075  -1.517  1.421
C  -1.561  0.491  -0.395
N  0.341  -0.887  -0.641
N  -0.467  -0.224  0.215
O  -4.096  -0.078  0.665
O  -2.278  -0.777  2.178
S  -0.069  -0.407  1.865
S  -3.672  -0.307  2.056
Cl  -3.298  1.855  2.804
H  1.827  -2.327  -0.515
H  1.576  -2.064  2.096
H  -1.312  1.517  -0.427
H  -1.612  0.264  -1.551
H  -2.464  0.266  0.138

The calculation puts the electronic energy at -44457.218 eV. For the energy above the lowest of the compared OMol25 structures with the same formula, charge and spin, the calculation gives 0.0 kcal per mole. The value obtained for the LUMO energy is -1.502 eV. The value obtained for the gap between HOMO and LUMO is 7.35 eV.